No. 1
Entry from the OMol25 dataset: a 10-piece molecular cluster, C40H60O30 overall in a non-equilibrium geometry (the ωB97M-V functional and the def2-TZVPD basis).

Energy relative to the best compared isomer or geometry (same formula, charge and spin): 49.9 kcal/mol
Electronic energy: -3817.50437 hartree
HOMO: -10.033 eV
Maximum force: 2.90 eV/Å
Orbital gap: 9.90 eV
Molar mass: 1020.890 g/mol
SMILES string: C[C@H]1COC(=O)O1.C[C@H]1COC(=O)O1.C[C@H]1COC(=O)O1.C[C@H]1COC(=O)O1.C[C@H]1COC(=O)O1.C[C@H]1COC(=O)O1.C[C@H]1COC(=O)O1.C[C@H]1COC(=O)O1.C[C@H]1COC(=O)O1.C[C@H]1COC(=O)O1

```
! RIJCOSX wB97M-V def2-TZVPD def2/J DEFGRID3
* xyz 0 1
C 1.3940 0.0635 0.7928
C 0.3016 -0.4273 -0.1203
C 0.6849 -1.6338 -1.0069
O -0.3799 -2.5497 -0.7669
C -1.0018 -2.2674 0.4002
O -1.7254 -2.9796 1.0097
O -0.6789 -1.0128 0.7491
H 1.0000 0.9759 1.2741
H 2.2730 0.5621 0.3729
H 1.6357 -0.6024 1.6177
H -0.1336 0.3926 -0.6893
H 1.6120 -2.1403 -0.7408
H 0.7185 -1.3314 -2.0496
C 0.3589 1.5331 5.7318
C 0.4295 2.6716 4.7642
C -0.8116 3.5670 4.6963
O -0.2591 4.8514 4.4566
C 1.0770 4.8358 4.6988
O 1.7581 5.7992 4.6203
O 1.4658 3.6050 5.0966
H 1.3156 1.2474 6.1818
H 0.0629 0.6042 5.2531
H -0.2710 1.7788 6.5869
H 0.5886 2.3146 3.7424
H -1.5210 3.5332 5.5259
H -1.4206 3.2566 3.8405
C -1.5009 -1.8890 4.2521
C -2.7111 -0.9671 4.2540
C -4.0230 -1.4226 4.8348
O -4.6366 -0.1848 5.2176
C -3.6483 0.6921 5.5005
O -3.7646 1.7193 6.0911
O -2.4498 0.1635 5.1379
H -1.1601 -1.7100 3.2340
H -1.6954 -2.9531 4.3818
H -0.7795 -1.6392 5.0237
H -2.9216 -0.4846 3.2950
H -3.8905 -2.0044 5.7567
H -4.6515 -2.0506 4.2079
C -7.0594 -2.5462 -1.0092
C -5.6549 -2.5122 -1.5609
C -5.4679 -1.6866 -2.8617
O -4.5963 -0.6232 -2.4615
C -3.9633 -0.9836 -1.3048
O -3.0785 -0.3594 -0.8253
O -4.7538 -1.8607 -0.6442
H -7.8660 -2.4197 -1.7263
H -7.1373 -1.7273 -0.2908
H -7.2097 -3.4812 -0.4704
H -5.1630 -3.4751 -1.7014
H -6.3770 -1.2488 -3.2598
H -4.9542 -2.2987 -3.6053
C 4.3644 3.6428 1.2468
C 4.4718 3.5210 2.7347
C 5.7357 2.7795 3.2598
O 6.4935 3.7750 3.9183
C 5.7584 4.9071 4.0570
O 6.0766 5.8608 4.6854
O 4.6200 4.8146 3.3381
H 5.2961 3.8450 0.7128
H 3.7227 4.4866 0.9868
H 3.9151 2.7442 0.8219
H 3.6094 3.0395 3.1979
H 6.2850 2.4128 2.3895
H 5.5123 1.9359 3.9097
C 2.4179 -6.0663 2.9196
C 3.1819 -5.0466 3.7498
C 4.2836 -4.2381 3.0494
O 3.9090 -2.8725 3.1184
C 2.6829 -2.7789 3.6784
O 2.0690 -1.7700 3.8264
O 2.2433 -3.9808 4.0832
H 1.5921 -5.5233 2.4663
H 2.1541 -6.9633 3.4654
H 3.0534 -6.3558 2.0751
H 3.5745 -5.4088 4.6997
H 4.3634 -4.5634 2.0018
H 5.3060 -4.3635 3.4042
C 2.5455 -2.3144 -3.9483
C 3.7579 -1.5971 -3.3989
C 4.3737 -0.6614 -4.4533
O 4.5823 0.5764 -3.7293
C 4.0079 0.5062 -2.5097
O 4.0483 1.3624 -1.6949
O 3.4285 -0.7082 -2.3413
H 2.3499 -3.2263 -3.3803
H 2.7798 -2.7191 -4.9356
H 1.6936 -1.6411 -3.9802
H 4.5054 -2.3281 -3.0866
H 3.7313 -0.4719 -5.3132
H 5.3857 -0.8694 -4.7975
C -1.5611 -2.3920 -3.6747
C -1.9308 -2.8028 -5.0870
C -2.8364 -1.8314 -5.8887
O -2.1412 -1.7174 -7.1648
C -0.8870 -2.1223 -7.0201
O -0.0131 -2.0171 -7.8246
O -0.6782 -2.6741 -5.7997
H -2.4603 -2.4169 -3.0572
H -1.2187 -1.3611 -3.6626
H -0.7943 -3.0982 -3.3729
H -2.3982 -3.7811 -5.2047
H -2.7660 -0.8181 -5.4868
H -3.8478 -2.1661 -6.0794
C 1.0671 1.2458 -6.0492
C 0.0168 0.7582 -5.0886
C 0.0713 1.4156 -3.6811
O -1.1840 2.0962 -3.5044
C -1.7903 2.1420 -4.7091
O -2.7168 2.8377 -4.9684
O -1.2821 1.2109 -5.5326
H 1.0839 2.3360 -6.0727
H 0.7964 0.8798 -7.0411
H 2.0698 0.9071 -5.7924
H -0.0298 -0.3199 -4.9663
H 0.8577 2.1494 -3.5048
H 0.1451 0.6652 -2.8923
C -3.1967 2.6501 -0.8745
C -2.1545 3.7471 -0.7347
C -2.3111 4.7508 0.4211
O -1.0119 4.7852 1.0169
C -0.1962 3.8616 0.4760
O 0.9047 3.5983 0.8468
O -0.8350 3.2000 -0.5081
H -4.1211 3.2345 -0.7570
H -3.0790 1.9036 -0.0997
H -3.2685 2.3004 -1.8986
H -1.9841 4.2674 -1.6800
H -3.0122 4.4137 1.1823
H -2.5471 5.7260 0.0060
*
```

No. 2
Entry from the OMol25 dataset: a 10-piece molecular cluster, C40H60O30 overall in a non-equilibrium geometry (the ωB97M-V functional and the def2-TZVPD basis).

Energy relative to the best compared isomer or geometry (same formula, charge and spin): 9.4 kcal/mol
Electronic energy: -3817.56896 hartree
HOMO: -10.569 eV
Maximum force: 2.57 eV/Å
Orbital gap: 9.99 eV
Molar mass: 1020.890 g/mol
SMILES string: C[C@H]1COC(=O)O1.C[C@H]1COC(=O)O1.C[C@H]1COC(=O)O1.C[C@H]1COC(=O)O1.C[C@H]1COC(=O)O1.C[C@H]1COC(=O)O1.C[C@H]1COC(=O)O1.C[C@H]1COC(=O)O1.C[C@H]1COC(=O)O1.C[C@H]1COC(=O)O1

```
! RIJCOSX wB97M-V def2-TZVPD def2/J DEFGRID3
* xyz 0 1
C 6.4633 -1.4393 2.0962
C 5.1944 -1.9854 1.4665
C 4.8332 -1.3119 0.1526
O 5.0919 -2.2724 -0.8704
C 5.3222 -3.4571 -0.2724
O 5.5710 -4.4808 -0.8258
O 5.3188 -3.3495 1.0754
H 6.2483 -0.4101 2.4042
H 7.4085 -1.4802 1.5618
H 6.6151 -1.9098 3.0730
H 4.3295 -1.9153 2.1305
H 5.4093 -0.4049 -0.0397
H 3.7729 -1.0430 0.1238
C 0.9981 -1.4437 1.0280
C -0.4098 -0.8994 1.0421
C -0.5154 0.3883 1.8666
O -0.8010 1.4280 0.9686
C -0.9585 0.9321 -0.2708
O -1.2765 1.5904 -1.2068
O -0.8019 -0.3989 -0.2570
H 1.6535 -0.7609 0.4852
H 0.9303 -2.3332 0.3953
H 1.3118 -1.7697 2.0159
H -1.1164 -1.6508 1.3827
H 0.4216 0.6399 2.3836
H -1.2180 0.3234 2.7011
C -3.1540 3.3678 -3.8238
C -2.4642 4.6953 -4.0568
C -1.2884 4.6602 -5.0316
O -1.5579 5.7511 -5.9143
C -2.8178 6.2001 -5.7226
O -3.3206 7.0385 -6.3958
O -3.4096 5.5668 -4.6934
H -4.0587 3.6839 -3.2931
H -2.6441 2.6771 -3.1513
H -3.4571 2.8372 -4.7247
H -2.1530 5.1761 -3.1274
H -1.2556 3.7040 -5.5595
H -0.3136 4.7407 -4.5534
C 1.8483 4.8689 3.1286
C 0.9267 3.9364 2.3864
C -0.5904 4.0174 2.6463
O -1.1413 4.3912 1.3888
C -0.1821 4.3991 0.4423
O -0.3992 4.5211 -0.7180
O 1.0276 4.1773 0.9682
H 2.8875 4.5416 3.0366
H 1.6939 4.8093 4.2078
H 1.8148 5.8823 2.7324
H 1.2479 2.9038 2.5386
H -0.7515 4.8369 3.3472
H -0.9002 3.0591 3.0518
C 2.2831 -0.8259 -2.8051
C 1.6422 -2.1677 -3.1162
C 1.8839 -3.2764 -2.0861
O 0.6029 -3.7324 -1.7230
C -0.3343 -2.8697 -2.1764
O -1.4791 -2.9384 -1.8492
O 0.2110 -1.9946 -3.0038
H 3.3636 -0.9366 -2.6934
H 1.8535 -0.4526 -1.8747
H 2.1280 -0.1265 -3.6257
H 1.8456 -2.5339 -4.1220
H 2.5142 -2.9558 -1.2545
H 2.4436 -4.0866 -2.5580
C 3.1749 -7.0869 4.4310
C 2.3200 -5.9420 3.9564
C 2.7396 -4.5447 4.4060
O 2.6070 -3.7797 3.2342
C 2.4045 -4.5498 2.1422
O 2.3035 -4.1755 1.0241
O 2.4022 -5.8451 2.5395
H 2.9541 -8.1005 4.1080
H 3.1327 -7.1548 5.5246
H 4.2262 -6.8602 4.2298
H 1.2863 -6.1011 4.2836
H 3.7572 -4.5800 4.8074
H 2.0670 -4.1560 5.1688
C 4.2269 2.9931 -0.8960
C 3.1485 2.2788 -1.7475
C 1.9698 3.1598 -2.1130
O 1.9073 3.0551 -3.5366
C 2.9001 2.2618 -3.9897
O 2.9918 1.8607 -5.1023
O 3.7302 1.9310 -2.9858
H 4.6798 3.7772 -1.5040
H 4.9949 2.2465 -0.6861
H 3.8403 3.3940 0.0391
H 2.9440 1.3917 -1.1401
H 2.1315 4.1724 -1.7534
H 1.0764 2.7262 -1.6680
C -3.7116 5.4914 -0.4630
C -3.9353 4.0000 -0.3874
C -4.0413 3.4477 1.0460
O -5.2570 2.7442 1.0634
C -5.9218 2.8589 -0.1029
O -7.0006 2.4095 -0.2837
O -5.1804 3.5996 -0.9712
H -3.7768 5.9774 -1.4378
H -2.7322 5.7497 -0.0605
H -4.3904 6.1086 0.1376
H -3.1015 3.4793 -0.8603
H -4.0131 4.2331 1.8047
H -3.2326 2.7533 1.2772
C -4.7073 0.2331 -2.1865
C -5.1517 -0.3541 -0.8673
C -4.9944 -1.8764 -0.7409
O -4.5610 -2.0028 0.6100
C -4.0673 -0.8354 1.0568
O -3.3206 -0.6841 1.9832
O -4.2263 0.1035 0.1277
H -3.6660 0.0672 -2.4597
H -4.8814 1.3113 -2.1658
H -5.3096 -0.1408 -3.0182
H -6.1505 -0.0182 -0.5874
H -4.2754 -2.3164 -1.4309
H -5.9970 -2.2584 -0.9370
C -0.7651 -5.4308 0.8648
C -1.1256 -4.7005 2.1466
C -2.4798 -3.9621 2.0465
O -3.3804 -4.9423 2.6023
C -2.7053 -5.7085 3.4573
O -3.1774 -6.4122 4.2995
O -1.3866 -5.6212 3.2171
H -0.7349 -4.7636 0.0037
H -1.4992 -6.2154 0.6764
H 0.2288 -5.8713 0.9426
H -0.3278 -4.0171 2.4432
H -2.7148 -3.9255 0.9852
H -2.5873 -3.0146 2.5655
*
```